The following is a DFT calculation (ωB97M-V/def2-TZVPD) of a molecular structure, C26H18N4O11P2Re.

Properties
- Gap between HOMO and LUMO (alpha / beta): 6.52 / 6.29 eV
- Total charge: 0
- ΔE to the lowest compared entry with this formula, charge and spin: 0.0 kJ/mol
- E_LUMO (alpha / beta): -1.64 / -1.87 eV
- 2S+1: 2
- Largest force on an atom: 0.40 eV/A

Element x y z (Å)
Re -0.0633 0.2729 0.1834
O -5.5805 -0.6614 4.2857
C -4.6547 -1.4793 4.1912
O -4.4349 -2.5755 4.7286
C -3.5087 -1.0148 3.2448
C -3.5871 0.1995 2.5795
C -2.5423 0.5857 1.7646
N -1.4748 -0.2082 1.6048
C -1.3793 -1.3907 2.2315
C -2.3854 -1.8161 3.0705
C -0.1402 -2.1323 1.9389
C 0.1444 -3.3488 2.5371
C 1.3154 -4.0083 2.2126
C 2.1788 -3.4306 1.2977
C 1.8435 -2.2101 0.7500
N 0.7149 -1.5623 1.0567
C -2.4382 1.8655 1.0375
C -3.3699 2.8811 1.1461
C -3.1330 4.0783 0.4936
C -1.9691 4.2328 -0.2401
C -1.0952 3.1688 -0.3265
N -1.3273 2.0104 0.2902
H -4.4776 0.7922 2.7425
H -2.3749 -2.7495 3.6178
H -0.5520 -3.7689 3.2467
H 1.5478 -4.9607 2.6690
H 3.1011 -3.9074 1.0004
H 2.4946 -1.7387 0.0313
H -4.2584 2.7308 1.7408
H -3.8508 4.8842 0.5629
H -1.7438 5.1519 -0.7603
H -0.1980 3.2113 -0.9272
O 2.4299 2.3802 2.6619
C 1.9399 1.7459 1.7666
O 0.7395 1.2173 1.7612
C 2.6761 1.4639 0.4780
C 3.9492 2.0055 0.2561
C 4.5682 1.7310 -0.9259
C 3.9405 0.8629 -1.8494
C 4.5680 0.4934 -3.0634
C 3.9776 -0.4020 -3.9075
C 2.7379 -0.9789 -3.5597
C 2.0938 -0.6191 -2.4098
C 2.6711 0.3253 -1.5363
N 2.0301 0.6934 -0.3728
H 4.3653 2.6342 1.0300
H 5.5387 2.1470 -1.1663
H 5.5302 0.9315 -3.2975
H 4.4635 -0.6835 -4.8320
H 2.2807 -1.7247 -4.1974
H 1.1595 -1.1038 -2.1658
O -0.6594 1.5538 -4.0780
P -1.2567 0.8752 -2.7754
O -2.5395 1.4463 -2.3776
O -0.0909 0.9490 -1.7400
O -1.2914 -0.6767 -3.2133
P -1.3527 -1.8578 -2.0997
O -2.8431 -2.3857 -2.1604
O -0.3402 -2.8802 -2.3965
O -1.2817 -1.1019 -0.7711
H 0.1066 1.0905 -4.4411
H -2.9122 -3.2335 -2.6190

The following is a DFT calculation (ωB97M-V/def2-TZVPD) of 2 unconnected molecules or ions with the total composition CH7N2S in a non-equilibrium geometry.

Properties
- Gap between HOMO and LUMO: 6.90 eV
- Total charge: -1
- ΔE to the lowest compared entry with this formula, charge and spin: 59.6 kJ/mol
- E_LUMO: 4.25 eV
- Largest force on an atom: 2.13 eV/A

Element x y z (Å)
S 0.1444 2.8654 -1.0751
H 0.6178 3.0087 0.2081
N -0.9967 -0.0411 0.0445
C 0.3006 -0.5287 -0.3375
N 0.7128 -1.7022 0.4477
H -1.3131 0.1552 0.9813
H -1.3097 0.7684 -0.4831
H 0.1753 -0.9006 -1.3501
H 1.0678 0.2515 -0.3305
H 0.6899 -1.5423 1.4530
H -0.0893 -2.3343 0.4417

The following is a DFT calculation (ωB97M-V/def2-TZVPD) of 2 unconnected molecules or ions with the total composition C6H7N in a non-equilibrium geometry.

Properties
- Gap between HOMO and LUMO (alpha / beta): 7.75 / 10.49 eV
- Total charge: 0
- ΔE to the lowest compared entry with this formula, charge and spin: 210.3 kJ/mol
- E_LUMO (alpha / beta): 0.36 / -0.60 eV
- 2S+1: 3
- Largest force on an atom: 5.30 eV/A

Element x y z (Å)
C -1.5682 -3.4443 1.1616
C -1.8742 -1.6752 3.0168
C -1.7296 -2.4509 2.0833
C -0.5577 0.2012 -0.5817
C 0.5733 0.3597 0.3346
C -0.1209 0.1802 -1.9410
N -1.3474 -4.2957 0.4233
H -2.0144 -0.8583 3.6373
H 0.3417 0.7374 1.3546
H 1.4877 0.9191 -0.1782
H 1.0011 -0.6387 0.6247
H -0.4579 -0.7829 -2.3863
H 0.8755 0.2549 -2.1944
H -0.6675 0.9856 -2.4627

The following is a DFT calculation (ωB97M-V/def2-TZVPD) of a molecular structure, C21H28AuFNP2 in a non-equilibrium geometry.

Properties
- Gap between HOMO and LUMO (alpha / beta): 7.03 / 5.31 eV
- Total charge: +1
- E_LUMO (alpha / beta): -2.65 / -5.77 eV
- 2S+1: 3
- Largest force on an atom: 1.01 eV/A

Element x y z (Å)
Au -1.2267 -1.0615 1.5563
C -3.1090 -2.2423 -1.3293
P -3.1538 -1.3214 0.2377
C -4.6401 -1.9525 1.0789
C -3.6433 0.3738 -0.2661
C -3.4080 1.3391 0.8939
P -1.6060 1.5646 1.2626
C -1.0966 2.7335 -0.0593
C -1.7244 2.6771 2.7133
H -4.0764 -2.1827 -1.8325
H -2.8648 -3.2842 -1.1210
H -2.3286 -1.8179 -1.9615
H -5.4984 -1.9314 0.4068
H -4.8491 -1.3490 1.9621
H -4.4464 -2.9770 1.4019
H -4.6966 0.3685 -0.5714
H -3.0470 0.6617 -1.1368
H -3.8732 0.9449 1.8043
H -3.8568 2.3175 0.6866
H -1.7308 3.6207 -0.0557
H -1.1506 2.2478 -1.0323
H -0.0600 3.0144 0.1274
H -2.4151 3.4963 2.5070
H -0.7362 3.0798 2.9316
H -2.0724 2.1081 3.5744
C 0.4439 -1.1661 2.8870
C 1.5617 -0.7017 2.1211
C 1.9547 0.6543 2.1605
C 3.0284 1.1031 1.4361
C 3.7404 0.2134 0.6191
C 3.3780 -1.1383 0.5725
C 2.3052 -1.5817 1.3030
C 4.8008 0.6841 -0.1828
N 5.6427 1.0779 -0.8549
H 0.1879 -0.5531 3.7432
H 0.4457 -2.2282 3.1073
H 1.4065 1.3306 2.7990
H 3.3319 2.1374 1.4876
H 3.9483 -1.8188 -0.0418
H 2.0284 -2.6257 1.2769
F 5.0299 0.1054 -4.2434
C 3.9148 -0.1063 -3.5415
C 3.6145 -1.4038 -3.1368
C 2.4645 -1.6317 -2.4302
C 1.5753 -0.5661 -2.1048
C 0.4163 -0.8093 -1.4000
C 1.9374 0.7461 -2.5298
C 3.0860 0.9715 -3.2410
H 4.2999 -2.2013 -3.3787
H 2.2127 -2.6341 -2.1183
H 0.1548 -1.8043 -1.0819
H -0.2618 -0.0099 -1.1566
H 1.2811 1.5693 -2.2879
H 3.3801 1.9592 -3.5618

The following is a DFT calculation (ωB97M-V/def2-TZVPD) of C4H12NOP in the gas phase in a non-equilibrium geometry.

Properties
- Gap between HOMO and LUMO: 9.97 eV
- Total charge: 0
- Structure (SMILES): CCP(N)CCO
- ΔE to the lowest compared entry with this formula, charge and spin: 305.1 kJ/mol
- E_LUMO: 1.09 eV
- Largest force on an atom: 3.00 eV/A

Element x y z (Å)
C -1.9145 -0.5544 1.7272
C 2.0774 -0.1921 -1.9085
C -0.7046 0.1321 1.1619
C 1.5752 -0.2621 -0.4483
N -0.6451 1.0882 -1.4481
O -1.7457 -1.1798 3.0824
P -0.3300 -0.3707 -0.6031
H -2.7653 0.0666 1.9959
H -2.1274 -1.4332 1.0996
H -2.3322 -1.9961 3.0021
H 2.5142 -1.0881 -2.4266
H 1.2329 0.2292 -2.5248
H 2.8031 0.5461 -1.8370
H 0.1725 -0.1482 1.6555
H -0.7322 1.3120 1.2856
H 1.7137 0.6079 0.1666
H 1.9043 -1.1258 0.0670
H -1.4379 1.0736 -2.0916
H -0.3552 1.9795 -1.0495

The following is a DFT calculation (ωB97M-V/def2-TZVPD) of 2 unconnected molecules or ions with the total composition C2H5IO2 in a non-equilibrium geometry.

Properties
- Gap between HOMO and LUMO: 8.78 eV
- Total charge: 0
- Structure (SMILES): CC=O.OI
- ΔE to the lowest compared entry with this formula, charge and spin: 186.6 kJ/mol
- E_LUMO: -0.57 eV
- Largest force on an atom: 3.94 eV/A

Element x y z (Å)
C -1.1559 0.3869 -0.3417
C 0.3076 0.4956 -0.5494
O 1.1503 0.3466 0.3710
O 3.7247 2.5252 1.3009
I 2.6382 4.1767 1.4785
H -1.7702 1.0635 -0.8874
H -1.5638 -0.5913 -0.4216
H -1.3742 0.7239 0.6424
H 3.7134 2.0532 2.1346
H 0.6940 0.8427 -1.5079